{
  "formula": "CH8N5",
  "method": "ωB97M-V/def2-TZVPD",
  "elements": ["H", "N", "C", "N", "N", "N", "N", "H", "H", "H", "H", "H", "H", "H"],
  "coordinates": [[2.405581, -0.278095, 0.901303], [1.711242, -1.033349, 0.754819], [0.648228, -0.766425, 0.243801], [-0.494202, -1.686251, 0.209791], [0.138535, 0.435491, -0.282554], [0.929833, 1.544746, -0.439224], [-1.303262, 0.619252, -0.160784], [-0.485820, -2.182018, -0.669986], [-0.550383, -2.272204, 1.005559], [0.801271, 2.383446, 0.124903], [0.825243, 1.947479, -1.388429], [-1.424252, -0.592362, 0.161649], [-1.666891, 0.671494, -1.101193], [-1.535123, 1.208797, 0.640344]],
  "forces_ev_per_angstrom": [[-0.70, -0.52, -0.46], [2.87, -0.24, 1.15], [-3.00, 0.59, 0.19], [-0.03, 1.57, -0.86], [-0.60, 1.59, -0.27], [0.39, 1.04, -1.69], [1.66, -2.74, 0.80], [-0.18, -0.52, -0.01], [0.29, -0.93, 0.71], [-0.35, -0.79, 1.06], [0.31, -0.92, 0.43], [0.54, 0.28, -0.39], [-0.75, 1.10, 0.17], [-0.45, 0.49, -0.83]],
  "e_above_lowest_kcal_mol": 79.8,
  "max_force_ev_per_a": 3.3,
  "homo_ev": -14.46,
  "multiplicity": 1,
  "smiles": "[H]/N=C(/N)N(N)[NH3+]",
  "gap_ev": 10.897,
  "total_charge": 1
}

---

{
  "formula": "CH8N5",
  "method": "ωB97M-V/def2-TZVPD",
  "elements": ["C", "N", "N", "N", "N", "N", "H", "H", "H", "H", "H", "H", "H", "H"],
  "coordinates": [[0.609042, -2.489066, 0.470102], [-0.091569, -1.458590, 0.954904], [0.053603, -0.182316, 0.195595], [1.215325, -2.561288, -0.738717], [-0.925534, 0.535072, 0.361483], [-0.430619, 3.019797, -0.256291], [0.584503, -3.307108, 1.100603], [0.914344, -1.974706, -1.452096], [1.640611, -3.442960, -0.965128], [-1.798560, 0.338246, 0.786290], [-0.741445, 1.665319, -0.008415], [0.560973, 2.920938, -0.454044], [-0.570588, 3.239738, 0.720516], [-1.020085, 3.696922, -0.714801]],
  "forces_ev_per_angstrom": [[-0.83, 3.79, -1.91], [0.86, 1.27, -2.01], [-0.39, -4.02, 2.08], [-0.27, -1.39, 2.86], [1.51, 2.64, -1.61], [-0.43, -0.93, 1.31], [0.37, -1.73, 1.14], [-0.21, 1.15, -1.37], [0.09, 0.01, -0.31], [-0.91, -1.46, 1.09], [-0.68, -0.67, -0.30], [-0.22, 0.97, -0.40], [0.56, 0.33, 0.38], [0.55, 0.03, -0.96]],
  "e_above_lowest_kcal_mol": 66.0,
  "max_force_ev_per_a": 4.5,
  "homo_ev": -14.07,
  "multiplicity": 1,
  "gap_ev": 9.436,
  "total_charge": 1
}

---

{
  "formula": "CH8N6O",
  "method": "ωB97M-V/def2-TZVPD",
  "elements": ["H", "N", "C", "N", "N", "N", "H", "H", "H", "H", "H", "H", "N", "N", "O", "H"],
  "coordinates": [[1.287651, -1.908430, 0.151969], [0.301040, -2.073266, -0.228073], [-0.612145, -1.228767, -0.014252], [-0.713525, -0.326275, 0.986160], [-1.773896, 0.560088, 0.976512], [0.316271, 0.054857, 1.950663], [-1.441384, -1.446050, -0.734999], [-1.382212, 1.497698, 0.902091], [-2.156380, 0.566665, 1.969763], [1.023995, 0.619567, 1.480418], [0.876191, -0.743408, 2.294303], [1.621128, 2.029477, -2.277330], [1.196302, 1.941158, -1.365412], [0.603096, 0.882427, -1.349238], [0.665249, 0.161827, -2.473257], [0.188619, -0.587566, -2.269318]],
  "forces_ev_per_angstrom": [[-2.07, -0.14, 0.10], [3.29, -0.34, -0.67], [-0.27, -1.15, -0.15], [0.62, 0.57, 1.27], [-0.84, 0.54, 1.91], [0.10, -0.95, -1.00], [-0.21, 1.17, 1.39], [-0.06, 0.05, -0.41], [0.37, -0.19, -1.62], [-0.24, 0.21, -0.34], [-0.98, 0.03, -0.35], [0.65, 0.50, -0.92], [-0.04, 0.07, 0.23], [-0.62, 0.28, 1.75], [1.91, 2.46, -1.92], [-1.61, -3.12, 0.71]],
  "e_above_lowest_kcal_mol": 44.1,
  "max_force_ev_per_a": 3.7,
  "homo_ev": -8.96,
  "multiplicity": 1,
  "smiles": "[H]/N=C\\N(N)N.[H]/N=N\\O",
  "gap_ev": 10.006
}

---

Q: Which E_tot values were calculated for the entries above? A: -316.33913, -316.36111, -446.50445, in Ha.